Entry 1:
Below is 2 unconnected molecules or ions with the total composition C25H29B2Cl4O4S in a non-equilibrium geometry, with properties calculated with ωB97M-V with the def2-TZVPD basis set.

Values from the calculation:
Electronic energy in eV: -96869.2262
LUMO energy in eV: -0.71
ΔE to the lowest compared entry with this formula, charge and spin in kJ/mol: 4.1
HOMO level in Ha: -0.1523
Max |F| in eV Å⁻¹: 4.49
Net charge: -1

Each line ends with the Mulliken charge.
Atoms and positions in Å:
Cl  3.32540  2.27559  -5.09484  -0.306
B  2.57869  0.61089  -4.86272  0.583
Cl  2.39656  -0.37831  -6.46152  -0.317
Cl  3.67815  -0.33748  -3.62203  -0.304
O  1.21061  0.78207  -4.26561  -0.387
C  0.26758  -0.08448  -4.10961  -0.217
C  -0.98771  0.09325  -4.80255  0.371
C  -1.84096  -0.99027  -5.16575  -0.345
C  -3.16955  -0.75042  -5.53580  -0.522
C  -3.65629  0.57143  -5.56357  0.327
Cl  -5.31432  0.88019  -5.79597  -0.185
C  -2.74151  1.63641  -5.51339  -0.545
C  -1.40993  1.40919  -5.17154  -0.295
H  0.47621  -0.98622  -3.51606  0.459
H  -1.44266  -2.00448  -5.11035  0.442
H  -3.86308  -1.56326  -5.73668  0.399
H  -3.10395  2.64966  -5.68684  0.385
H  -0.70563  2.22810  -5.09175  0.500
C  -5.88474  -0.22932  0.43093  -0.786
O  -4.98382  0.86196  0.76788  -0.476
C  -3.69524  0.58860  1.10215  0.938
C  -2.83722  1.67591  1.41019  -0.832
C  -1.48704  1.44706  1.68961  -0.455
C  -0.96183  0.15224  1.68706  -0.386
B  0.68824  -0.09269  1.87202  1.769
C  0.85826  -0.41023  3.46427  0.385
C  0.69912  -1.60335  4.13636  -1.100
C  0.86555  -1.42647  5.55677  -0.635
C  1.17484  -0.12361  5.91558  0.596
C  1.26984  0.44649  7.27739  -1.230
S  1.35820  0.89156  4.50823  -0.258
O  1.15185  -1.29359  1.27380  -0.706
C  2.12502  -0.85627  0.34931  2.003
C  3.14067  -1.97177  0.16988  -2.052
C  1.40797  -0.56498  -0.96351  -1.005
C  2.68366  0.49918  1.03359  1.884
C  3.72564  0.21249  2.10749  -2.198
C  3.23459  1.58492  0.11648  -1.818
O  1.50359  1.03487  1.60484  -0.829
C  -1.80805  -0.91420  1.44608  -0.782
C  -3.17215  -0.72886  1.15487  -0.219
H  -6.82713  0.27471  0.20734  0.246
H  -5.53271  -0.78860  -0.45852  0.300
H  -6.02282  -0.93280  1.27689  0.297
H  -3.24855  2.68058  1.41851  0.376
H  -0.84646  2.28901  1.92950  0.437
H  0.42802  -2.55285  3.67253  0.416
H  0.71627  -2.21228  6.29970  0.269
H  1.18421  -0.36217  8.00731  0.334
H  2.22994  0.95987  7.39535  0.270
H  0.45986  1.17122  7.43400  0.239
H  3.84052  -1.72687  -0.63650  0.260
H  3.70557  -2.15650  1.08641  0.444
H  2.63932  -2.91229  -0.08988  0.409
H  2.13128  -0.52549  -1.78870  -0.861
H  0.66148  -1.34895  -1.16237  0.498
H  0.86332  0.38838  -0.90731  0.309
H  4.68521  -0.06643  1.64818  0.407
H  3.90025  1.10874  2.71250  0.423
H  3.41744  -0.58882  2.78692  0.391
H  4.08900  1.21571  -0.45997  0.290
H  2.46835  1.95310  -0.56848  0.260
H  3.55757  2.43616  0.72981  0.479
H  -1.43807  -1.93888  1.49677  0.347
H  -3.81646  -1.58635  0.96533  0.310



Entry 2:
Below is a molecular structure, C25H29BCl2N in a non-equilibrium geometry, with properties calculated with ωB97M-V with the def2-TZVPD basis set.

Values from the calculation:
Electronic energy in eV: -53598.8744
LUMO energy in eV: -2.90
ΔE to the lowest compared entry with this formula, charge and spin in kJ/mol: 11.7
HOMO level in Ha: -0.3674
Max |F| in eV Å⁻¹: 3.12
Net charge: +1

Each line ends with the Mulliken charge.
Atoms and positions in Å:
Cl  -5.37931  7.11971  -0.91984  -0.197
C  -4.63340  5.58615  -0.75133  0.345
C  -5.14034  4.63585  0.15507  -0.614
C  -4.57989  3.36624  0.21696  -0.450
C  -3.49316  3.01019  -0.61997  0.888
C  -2.99265  1.65747  -0.70964  -0.708
C  -1.94746  1.31102  -1.49933  -0.111
C  -1.74058  -0.10905  -1.90188  -0.379
C  -0.67289  -0.45999  -2.93274  0.626
C  -0.88896  -1.58046  -3.74356  -0.500
C  0.05738  -1.98608  -4.67900  -0.728
C  1.26418  -1.27151  -4.77732  0.397
Cl  2.46548  -1.81616  -5.84004  -0.200
C  1.52411  -0.17743  -3.93786  -0.961
C  0.54625  0.20998  -2.99901  0.139
C  -2.94203  4.00707  -1.44836  -0.401
C  -3.50975  5.27563  -1.52823  -0.787
H  -5.99110  4.90992  0.77044  0.399
H  -4.97897  2.62590  0.89831  0.365
H  -3.54921  0.88176  -0.15800  0.321
H  -1.19820  2.02781  -1.85100  0.184
H  -2.71166  -0.58480  -2.13662  0.437
H  -1.83195  -2.13566  -3.63546  0.342
H  -0.12090  -2.86043  -5.30879  0.410
H  2.47701  0.34375  -3.99803  0.414
H  0.73983  1.05476  -2.32791  0.226
H  -2.08722  3.78118  -2.07478  0.255
H  -3.10346  6.01658  -2.21539  0.380
C  1.78926  1.21201  1.71245  -1.353
C  1.87773  0.05227  0.73076  0.087
N  1.50135  -1.28821  1.29533  0.450
C  1.61371  -2.28849  0.17670  0.040
C  1.22110  -3.71158  0.54784  -1.348
C  2.27948  -1.66204  2.50383  -0.454
C  3.65601  -1.83188  2.54722  -0.352
C  4.20974  -2.18946  3.79580  -0.907
C  3.40131  -2.35903  4.91584  -0.453
C  2.02380  -2.17786  4.82427  -1.114
C  1.47976  -1.82811  3.60809  0.513
B  0.09456  -1.34465  2.21884  0.533
H  -1.40155  -0.56049  -0.98388  -0.071
H  2.30060  2.06258  1.24314  0.444
H  0.74819  1.50927  1.89293  0.360
H  2.28440  1.01354  2.67307  0.294
H  1.22199  0.23426  -0.13960  -0.141
H  2.90861  -0.05983  0.36161  0.445
H  0.99132  -1.91962  -0.65808  0.003
H  2.66500  -2.25580  -0.14691  0.440
H  1.55075  -4.35609  -0.27715  0.451
H  1.70174  -4.07393  1.46689  0.279
H  0.13338  -3.82034  0.63917  0.369
H  4.30623  -1.69998  1.66493  0.396
H  5.28018  -2.33696  3.89372  0.433
H  3.81976  -2.63640  5.88762  0.435
H  1.32558  -2.29062  5.64522  0.451
H  0.35617  -1.69473  3.60018  0.818
H  -0.57253  -2.27183  1.91529  -0.065
H  -0.34880  -0.26540  2.39821  -0.076



Entry 3:
Below is a molecular structure, C25H29BN8O3S8SbTc, with properties calculated with ωB97M-V with the def2-TZVPD basis set.

Values from the calculation:
Electronic energy in eV: -140541.9893
LUMO energy in eV: -6.41
ΔE to the lowest compared entry with this formula, charge and spin in kJ/mol: 93.5
HOMO level in Ha: -0.4626
Max |F| in eV Å⁻¹: 0.42
Net charge: +2

Each line ends with the Mulliken charge.
Atoms and positions in Å:
Tc  -0.08545  0.08741  0.90890  0.577
N  -6.50390  -1.44319  -2.98540  -0.483
C  -5.70155  -1.42288  -1.88624  1.012
C  -4.45765  -2.08273  -1.89884  -0.950
C  -3.64028  -2.04892  -0.79398  -0.417
C  -4.04932  -1.34806  0.34160  -0.132
C  -5.27372  -0.68314  0.37363  -0.341
C  -6.08997  -0.71939  -0.73304  -0.819
S  -3.02011  -1.27504  1.72671  0.723
O  -2.16286  -2.44115  1.74689  -0.535
O  -3.73665  -0.91292  2.89924  -0.634
N  -1.95119  -0.02074  1.37567  0.227
C  -2.23817  1.32768  1.56119  0.365
N  -3.40450  1.86613  1.80817  -0.380
C  -3.39662  3.19839  1.93790  -0.445
C  -2.25277  3.96725  1.79387  -0.718
C  -1.07480  3.30002  1.49275  -0.208
N  -1.06654  1.97933  1.37540  0.388
H  -6.32019  -2.11132  -3.71326  0.226
H  -7.46061  -1.14747  -2.89717  0.225
H  -4.15821  -2.63998  -2.77735  0.376
H  -2.69622  -2.58010  -0.79360  0.490
H  -5.57640  -0.15719  1.26885  0.512
H  -7.05046  -0.22045  -0.71098  0.354
H  -4.35236  3.65813  2.15931  0.466
H  -2.27820  5.04015  1.90802  0.465
H  -0.13568  3.81752  1.34066  0.524
C  3.70024  -2.42781  -3.40795  -0.958
N  3.34540  -1.01430  -3.30656  0.232
C  3.22983  -0.15800  -4.37407  -0.646
C  2.97797  1.07387  -3.86915  -0.488
N  2.91474  0.97146  -2.49959  0.508
B  2.65357  2.20270  -1.54931  0.331
N  1.19856  2.72902  -1.85686  0.337
C  0.85056  3.98499  -2.29501  -0.763
C  -0.49932  4.02585  -2.42631  -0.453
N  -0.97231  2.78796  -2.05524  0.287
C  -2.37158  2.37568  -2.07533  -0.890
C  0.07346  2.02681  -1.70639  -0.069
S  0.05888  0.32485  -1.27559  -0.551
C  3.14156  -0.30697  -2.18305  -0.377
S  3.34368  -0.90067  -0.53722  0.134
H  4.18203  -2.58627  -4.36814  0.338
H  2.81324  -3.05253  -3.33084  0.322
H  4.39747  -2.68249  -2.61338  0.410
H  3.35259  -0.50059  -5.38639  0.490
H  2.84932  2.01643  -4.37076  0.520
H  2.72388  1.83291  -0.40480  -0.257
H  3.41647  3.08301  -1.83128  -0.127
H  1.59185  4.74235  -2.47881  0.580
H  -1.15923  4.81259  -2.74636  0.515
H  -2.90007  2.96853  -2.81581  0.415
H  -2.82973  2.53034  -1.09853  0.179
H  -2.44029  1.32454  -2.34478  0.386
S  -0.32232  -5.72003  0.83377  -0.412
Sb  -0.10991  -3.99171  2.12886  0.733
S  0.32503  -2.19803  0.27088  -0.167
S  2.31285  -2.62807  -0.35328  0.019
S  3.16184  -4.52265  2.99264  -0.094
C  2.64060  1.58364  3.15615  -1.364
S  1.82729  0.19660  2.39810  1.635
O  0.49456  -0.01191  3.08613  -0.774
C  2.85840  -1.15461  2.91296  0.297
C  2.31016  -1.99400  3.79990  -0.799
C  3.05352  -3.18311  4.24269  -0.519
C  4.42358  -3.36816  3.68180  -0.626
C  4.96500  -2.30977  2.81800  -0.916
C  4.22415  -1.26468  2.43569  -0.683
H  2.67190  1.37463  4.22517  0.476
H  2.05370  2.47359  2.94242  0.391
H  3.64267  1.67590  2.73907  0.434
H  1.31984  -1.81036  4.19632  0.738
H  2.85306  -3.54172  5.24351  0.630
H  5.13438  -3.90390  4.29624  0.613
H  6.00265  -2.38249  2.52005  0.479
H  4.64866  -0.49072  1.81155  0.635



Entry 4:
Below is a molecular structure, C25H29BO6 in a non-equilibrium geometry, with properties calculated with ωB97M-V with the def2-TZVPD basis set.

Values from the calculation:
Electronic energy in eV: -39346.3339
LUMO energy in eV: -1.19
ΔE to the lowest compared entry with this formula, charge and spin in kJ/mol: 265.1
HOMO level in Ha: -0.1637
Max |F| in eV Å⁻¹: 6.67

Each line ends with the Mulliken charge.
Atoms and positions in Å:
C  -2.87976  1.99023  -4.58294  -1.265
C  -1.95687  0.92353  -4.29824  0.487
C  -1.57523  -0.18229  -5.01614  -0.965
C  -0.42084  -0.66906  -4.29177  -0.202
C  0.02561  0.32666  -3.42965  -0.116
B  -3.50176  0.66558  0.09845  0.847
O  -4.66343  0.99485  0.71286  -0.505
C  -4.14817  1.00359  2.15923  -0.594
C  -2.57608  0.81097  2.07663  1.163
C  -1.90710  1.15860  3.42050  -1.861
C  -2.01578  1.79637  1.00929  -0.558
O  -2.60334  1.87521  -0.14162  -0.349
C  -2.38372  -0.67698  1.51745  -0.081
O  -2.85059  -0.54823  0.10380  -0.482
O  -0.91423  1.24517  -3.37759  -0.275
H  -3.74047  1.62167  -5.14867  0.378
H  -3.22453  2.49450  -3.68644  0.290
H  -2.32271  2.67938  -5.22346  0.267
H  -1.99111  -0.57017  -5.96145  0.406
H  0.07607  -1.62081  -4.37849  0.484
H  -4.52294  1.94219  2.65698  0.313
H  -4.52058  0.04845  2.56714  0.321
H  -0.92348  0.67740  3.42759  0.365
H  -1.64284  2.21576  3.50959  0.458
H  -2.44757  0.88346  4.36111  0.337
H  -0.98469  2.18050  1.21797  0.340
H  -0.50796  0.34658  -1.06132  -0.760
H  -1.34828  -0.93190  1.59736  0.072
H  -3.00960  -1.44008  2.01814  0.312
C  2.61400  2.62240  4.02591  -0.785
O  2.25438  3.09161  2.72419  -0.372
C  2.55066  2.34913  1.64287  0.600
C  2.44834  2.96304  0.36873  -0.982
C  1.80736  2.29186  -0.66543  -0.533
C  1.56892  0.91553  -0.55875  0.036
C  0.50484  0.13898  -1.36495  1.562
C  0.80609  -1.28693  -1.04816  -0.423
C  1.62728  -1.86754  -2.01206  -0.690
C  2.37837  -2.96898  -1.67108  -0.944
C  2.17264  -3.57527  -0.39964  0.693
O  2.89763  -4.68395  -0.15467  -0.446
C  2.63022  -5.34837  1.07131  -0.851
C  1.21133  -3.09149  0.51900  -0.258
C  0.46754  -1.99930  0.12330  -0.565
C  2.28472  0.28451  0.50577  -0.156
C  2.68598  0.95246  1.67131  -0.552
H  2.33301  3.48072  4.63758  0.274
H  2.01531  1.73612  4.33969  0.261
H  3.70408  2.46569  4.10882  0.323
H  2.76949  3.98352  0.33086  0.410
H  1.57858  2.78256  -1.60984  0.445
H  0.86105  0.39826  -2.62130  0.729
H  1.82427  -1.33768  -2.94923  0.443
H  3.20453  -3.29595  -2.31258  0.408
H  3.23481  -6.23367  0.97883  0.267
H  3.01680  -4.75822  1.92473  0.310
H  1.56651  -5.62526  1.14351  0.349
H  1.10806  -3.57086  1.49054  0.425
H  -0.24697  -1.69012  0.88713  0.381
H  2.59480  -0.76235  0.46647  0.342
H  3.00736  0.39843  2.55084  0.475



Q: Among the records above, which one has the lowest LUMO energy?
A: C25H29BN8O3S8SbTc



Q: Look up the electronic energy of the fourth one.
A: -39346.3339 eV



Q: The highest HOMO level belongs to which entry?
A: C25H29B2Cl4O4S



Q: Which value of LUMO energy does entry 3 give?
A: -6.41 eV